# 1
ORCA calculation (ωB97M-V/def2-TZVPD) on one molecule with the formula C5H12O2 at a distorted geometry.

XYZ file:
```
19
Properties=species:S:1:pos:R:3
C -0.008 1.944 -0.939
C -0.436 -0.362 0.046
C -0.233 -0.220 1.527
C -1.609 -1.285 0.122
C 1.842 -0.404 -0.585
H 0.817 1.809 -0.356
H -0.417 2.885 -0.590
H 0.160 1.877 -2.034
H 0.620 0.452 1.546
H 0.103 -1.200 1.880
H -1.108 0.115 2.086
H -2.465 -0.916 0.873
H -2.140 -1.367 -0.870
H -1.298 -2.293 0.414
H 2.335 -0.803 -1.539
H 1.878 0.647 -0.368
H 2.319 -0.936 0.188
O -0.866 0.867 -0.589
O 0.506 -0.810 -0.813
```

As for the max |F|: 4.2 eV/Å. As for the spin multiplicity: 1. The value obtained for the LUMO energy is 0.93 eV. The calculation puts the HOMO-LUMO gap at 0.3781 Ha. The electronic energy is -9471.982 eV. For the highest occupied orbital energy, the calculation gives -9.36 eV.

***

# 2
ORCA calculation (ωB97M-V/def2-TZVPD) on one molecule with the formula C4H6N2O at a distorted geometry.

XYZ file:
```
13
Properties=species:S:1:pos:R:3
C -0.686 -1.025 0.496
C -0.574 1.092 -0.474
C 0.712 1.245 0.315
C 0.541 -1.398 -0.256
H -0.434 -0.813 1.580
H -1.339 -1.868 0.596
H -0.269 1.054 -1.549
H -1.101 2.052 -0.390
H 0.773 2.302 0.697
H 0.552 -2.383 -0.687
N 1.666 0.424 0.325
N 1.588 -0.671 -0.496
O -1.428 -0.012 -0.156
```

As for the max |F|: 2.6 eV/Å. As for the spin multiplicity: 1. The value obtained for the LUMO energy is 0.75 eV. The calculation puts the HOMO-LUMO gap at 0.3845 Ha. The electronic energy is -9269.953 eV. For the highest occupied orbital energy, the calculation gives -9.71 eV.

***

# 3
ORCA calculation (ωB97M-V/def2-TZVPD) on C27H39N5O3SSi3Ti as an isolated structure.

XYZ file:
```
79
Properties=species:S:1:pos:R:3
Ti 0.468 -0.447 -0.308
C 3.049 -3.285 -0.406
Si 3.754 -1.549 -0.418
C 4.798 -1.497 1.161
C 4.908 -1.580 -1.920
N 2.612 -0.267 -0.476
C 3.046 1.053 -0.499
C 4.386 1.462 -0.452
C 4.769 2.802 -0.393
C 3.796 3.781 -0.359
C 2.453 3.407 -0.413
C 2.038 2.076 -0.527
N 0.714 1.667 -0.595
Si -0.620 2.611 -1.109
C -0.307 4.408 -1.657
C -1.889 2.841 0.270
C -1.425 1.925 -2.671
H 3.882 -3.973 -0.217
H 2.586 -3.561 -1.354
H 2.307 -3.418 0.381
H 5.563 -2.280 1.152
H 4.127 -1.686 2.006
H 5.287 -0.537 1.335
H 5.652 -2.378 -1.816
H 5.431 -0.640 -2.102
H 4.304 -1.799 -2.806
H 5.164 0.711 -0.449
H 5.822 3.060 -0.356
H 4.064 4.829 -0.283
H 1.698 4.177 -0.356
H -0.083 5.085 -0.828
H -1.234 4.755 -2.127
H 0.497 4.491 -2.393
H -1.593 3.692 0.895
H -1.948 1.956 0.906
H -2.886 3.045 -0.134
H -0.846 2.258 -3.539
H -2.448 2.302 -2.772
H -1.454 0.838 -2.693
C -4.311 -1.099 3.970
C -4.576 0.023 3.195
C -4.039 0.131 1.917
C -3.214 -0.859 1.370
C -2.960 -1.975 2.177
C -3.502 -2.102 3.450
Si -2.350 -0.602 -0.334
C -3.050 -2.057 -1.380
C -2.602 -3.372 -1.202
C -3.082 -4.420 -1.975
C -4.018 -4.182 -2.974
C -4.465 -2.886 -3.187
C -3.987 -1.846 -2.397
H -4.725 -1.187 4.968
H -5.203 0.817 3.589
H -4.254 1.015 1.325
H -2.296 -2.751 1.814
H -3.276 -2.980 4.046
H -3.271 0.481 -0.845
H -1.833 -3.575 -0.465
H -2.705 -5.425 -1.815
H -4.381 -4.997 -3.590
H -5.186 -2.682 -3.972
H -4.350 -0.838 -2.570
O 0.488 -2.707 -3.412
N 0.420 -1.984 -2.436
O 0.375 -0.725 -2.522
O 0.398 -2.444 -1.259
S 0.632 -1.624 1.841
C 0.524 0.063 2.131
N -0.620 0.677 2.644
C -0.256 1.869 3.384
C 1.077 2.217 2.726
N 1.619 0.887 2.462
H -1.349 0.069 2.985
H -0.119 1.665 4.456
H -1.000 2.659 3.264
H 1.738 2.790 3.377
H 0.906 2.770 1.797
H 2.362 0.850 1.774
```

As for the max |F|: 0.5 eV/Å. As for the spin multiplicity: 3. As for the net charge: -2. The value obtained for the LUMO energy (spin up / spin down) is 4.69 / 4.66 eV. The calculation puts the HOMO-LUMO gap (spin up / spin down) at 0.1824 / 0.2132 Ha. The electronic energy is -99812.077 eV. For the highest occupied orbital energy (spin up / spin down), the calculation gives -0.27 / -1.14 eV.